# C10H19ClErNZn

A structure of composition C10H19ClErNZn at a distorted geometry (ωB97M-V with the def2-TZVPD basis set, OMol25).

Summary:
Multiplicity   4
E_LUMO (alpha / beta)   5.0 / 5.0 eV
Calculated total energy   -3701.73115 hartree
Gap between HOMO and LUMO (alpha / beta)   5.195 / 5.179 eV
Charge   -2

Geometry (Å):
1 Er 0.237 -1.295 -2.463
2 Cl 1.500 -3.397 -2.322
3 C 1.799 0.268 -3.036
4 C -0.993 -1.755 -4.320
5 H 1.647 0.768 -3.997
6 H 1.735 1.023 -2.242
7 H 2.797 -0.174 -3.009
8 H -0.877 -1.162 -5.230
9 H -2.040 -1.694 -3.991
10 H -0.765 -2.805 -4.537
11 Zn -1.297 -0.371 0.511
12 C -2.234 -1.867 1.391
13 C -1.301 0.261 -1.367
14 H -3.318 -1.810 1.206
15 H -1.844 -2.802 0.956
16 H -2.046 -1.876 2.473
17 H -2.341 0.329 -1.753
18 H -0.998 1.328 -1.416
19 C -1.664 2.167 2.342
20 C -0.272 1.681 2.388
21 C 0.810 2.237 3.121
22 C 1.934 1.447 2.830
23 C 1.507 0.432 1.928
24 C 2.381 -0.582 1.324
25 N 0.161 0.587 1.695
26 H -2.212 1.790 1.463
27 H -1.662 3.262 2.308
28 H -2.197 1.870 3.254
29 H 0.714 3.108 3.761
30 H 2.947 1.555 3.201
31 H 3.155 -0.100 0.712
32 H 2.916 -1.125 2.114
33 H 1.823 -1.297 0.705

Forces on the atoms, in the same order (eV/Å):
Er -1.29 1.85 0.59
Cl 0.77 -1.43 0.40
C 0.55 0.37 -0.05
C -0.48 -0.34 -0.63
H 0.05 0.07 -0.09
H 0.05 0.07 -0.03
H 0.31 0.08 -0.10
H -0.03 0.01 -0.11
H -0.05 0.01 -0.10
H -0.09 -0.12 -0.25
Zn 0.34 0.45 -0.58
C -0.17 -0.36 0.45
C -0.28 0.35 -0.06
H 0.19 -0.15 0.06
H -0.21 0.05 0.16
H -0.13 -0.17 -0.05
H 0.15 -0.55 0.05
H 0.44 -0.33 0.10
C -0.56 0.09 0.12
C 2.17 -0.09 0.49
C -1.29 -0.23 -0.59
C -0.19 -1.04 -0.78
C -0.85 2.01 1.51
C 0.37 -0.47 -0.30
N 0.36 0.06 0.01
H 0.16 0.16 0.25
H -0.16 -0.04 -0.07
H -0.25 0.01 -0.14
H 0.20 -0.06 -0.03
H -0.04 0.07 -0.01
H -0.15 -0.21 -0.15
H -0.08 -0.21 -0.18
H 0.18 0.07 0.11

# C3H6N4

An isolated molecule of C3H6N4 at a distorted geometry (ωB97M-V with the def2-TZVPD basis set, OMol25).

Summary:
E_LUMO   0.8 eV
ΔE to the lowest compared entry with this formula, charge and spin   2.431 eV
Calculated total energy   -336.85989 hartree
Gap between HOMO and LUMO   10.191 eV
SMILES   Cc1ncnn1N

Geometry (Å):
1 C 1.822 0.251 0.244
2 C 0.391 0.431 -0.053
3 C -1.513 1.519 -0.077
4 H 2.418 1.210 -0.017
5 H 1.953 -0.208 1.201
6 H 2.084 -0.545 -0.503
7 H -2.377 2.218 -0.207
8 H -0.772 -2.124 0.906
9 H -1.066 -2.395 -0.765
10 N -0.154 1.685 0.065
11 N -1.780 0.201 -0.342
12 N -0.581 -0.453 -0.420
13 N -0.423 -1.790 -0.033

Forces on the atoms, in the same order (eV/Å):
C 0.68 -0.49 -2.98
C -1.68 4.13 0.36
C 0.63 -4.09 -1.80
H -1.13 -1.73 0.94
H 0.40 0.21 0.76
H 0.55 0.56 0.68
H 1.43 -0.40 0.57
H 0.18 1.65 -1.08
H 2.24 1.94 2.35
N 0.13 -1.15 0.07
N -1.17 1.34 0.04
N 0.16 1.40 2.93
N -2.42 -3.38 -2.82

# C5H24O7

A cluster of 8 separate species, C5H24O7 in total at a distorted geometry (ωB97M-V with the def2-TZVPD basis set, OMol25).

Summary:
Multiplicity   2
E_LUMO (alpha / beta)   2.7 / 2.8 eV
ΔE to the lowest compared entry with this formula, charge and spin   0.000 eV
Calculated total energy   -731.55562 hartree
Gap between HOMO and LUMO (alpha / beta)   2.363 / 9.499 eV
Charge   -1

Geometry (Å):
1 C -3.760 0.180 0.776
2 C -2.266 -0.145 0.692
3 C -1.829 -0.218 -0.778
4 C -0.352 -0.196 -0.985
5 C 0.219 -0.548 -2.160
6 H -4.080 0.167 1.825
7 H -3.999 1.155 0.350
8 H -4.347 -0.580 0.267
9 H -1.701 0.629 1.217
10 H -2.076 -1.086 1.198
11 H -2.283 0.617 -1.345
12 H -2.245 -1.123 -1.227
13 H 0.265 0.108 -0.150
14 H -0.375 -0.891 -3.014
15 H 1.293 -0.478 -2.329
16 H 0.775 3.370 -0.859
17 H -0.071 2.758 0.279
18 O 0.668 3.348 0.123
19 H -0.742 -3.163 -0.135
20 H -2.186 -3.279 0.409
21 O -1.644 -3.502 -0.341
22 H 1.359 -3.711 -0.193
23 H 1.008 -2.519 -1.127
24 O 1.021 -2.804 -0.183
25 H 0.099 -1.874 1.751
26 H 0.906 -0.798 2.452
27 O -0.004 -1.186 2.416
28 H 1.185 2.276 -2.856
29 H 0.611 3.692 -3.232
30 O 1.117 3.202 -2.559
31 H 2.713 0.462 1.575
32 H 2.688 -1.051 1.170
33 O 2.628 -0.461 1.918
34 H 3.612 2.512 0.556
35 H 2.063 2.572 0.667
36 O 2.855 2.063 0.959

Forces on the atoms, in the same order (eV/Å):
C 0.18 -0.22 0.61
C -0.58 0.54 -0.74
C -0.41 0.15 0.19
C 0.57 -0.70 -1.51
C -0.26 0.27 0.75
H -0.05 0.14 -0.12
H 0.04 0.00 -0.04
H -0.12 -0.07 -0.22
H 0.06 -0.17 0.03
H 0.15 0.00 0.11
H 0.17 -0.05 0.26
H 0.01 0.00 -0.03
H 0.13 0.16 0.02
H 0.09 0.18 0.33
H -0.17 0.05 0.12
H -0.04 -0.06 -0.06
H -0.22 -0.12 -0.03
O 0.10 0.21 0.00
H -0.63 -0.15 -0.17
H -0.26 0.16 0.40
O 0.62 -0.14 -0.24
H 0.03 0.13 0.03
H -0.07 0.07 0.83
O 0.31 -0.21 -0.65
H 0.05 0.00 -0.11
H -0.53 -0.29 -0.09
O 0.60 0.16 0.29
H -0.13 -0.01 -0.27
H 0.02 -0.29 -0.12
O 0.14 0.30 0.43
H 0.09 -0.35 -0.09
H -0.01 -0.09 -0.43
O 0.04 0.42 0.49
H -0.27 -0.25 0.10
H -0.06 -0.03 -0.03
O 0.41 0.27 -0.04

# H12O6

A cluster of 6 separate species, H12O6 in total at a distorted geometry (ωB97M-V with the def2-TZVPD basis set, OMol25).

Summary:
E_LUMO   -0.2 eV
ΔE to the lowest compared entry with this formula, charge and spin   1.705 eV
Calculated total energy   -458.60981 hartree
Gap between HOMO and LUMO   10.223 eV
SMILES   O.O.O.O.O.O

Geometry (Å):
1 O 2.554 3.134 -0.879
2 H 2.095 2.531 -0.262
3 H 3.188 3.629 -0.366
4 O -0.289 -0.367 -0.596
5 H -1.086 -0.384 -0.103
6 H 0.117 0.457 -0.376
7 O -2.594 0.342 0.634
8 H -2.521 0.021 1.592
9 H -3.471 0.502 0.458
10 O 0.510 -2.705 -1.722
11 H 0.264 -1.789 -1.591
12 H 1.294 -2.846 -1.154
13 O 0.941 1.629 0.625
14 H 0.091 1.885 0.983
15 H 1.492 1.421 1.328
16 O -0.936 -2.748 0.785
17 H -1.200 -2.770 -0.169
18 H -0.448 -1.942 0.813

Forces on the atoms, in the same order (eV/Å):
O -0.15 -0.33 -0.08
H 0.21 0.65 -0.54
H 0.21 0.14 0.18
O 0.84 -1.02 -1.08
H -1.67 0.15 0.39
H 0.74 0.75 0.04
O 3.54 -1.08 2.98
H -0.52 0.62 -2.13
H -3.22 0.48 -0.53
O 0.83 -0.87 -0.03
H 0.04 0.54 0.17
H -0.78 0.14 -0.47
O -1.41 0.64 -1.68
H -0.21 0.32 0.24
H 1.49 -0.80 2.22
O -1.29 -0.78 -0.86
H 0.52 -0.34 1.11
H 0.84 0.77 0.07

Repeat the third record exactly.
# C5H24O7

A cluster of 8 separate species, C5H24O7 in total at a distorted geometry (ωB97M-V with the def2-TZVPD basis set, OMol25).

Summary:
Multiplicity   2
E_LUMO (alpha / beta)   2.7 / 2.8 eV
ΔE to the lowest compared entry with this formula, charge and spin   0.000 eV
Calculated total energy   -731.55562 hartree
Gap between HOMO and LUMO (alpha / beta)   2.363 / 9.499 eV
Charge   -1

Geometry (Å):
1 C -3.760 0.180 0.776
2 C -2.266 -0.145 0.692
3 C -1.829 -0.218 -0.778
4 C -0.352 -0.196 -0.985
5 C 0.219 -0.548 -2.160
6 H -4.080 0.167 1.825
7 H -3.999 1.155 0.350
8 H -4.347 -0.580 0.267
9 H -1.701 0.629 1.217
10 H -2.076 -1.086 1.198
11 H -2.283 0.617 -1.345
12 H -2.245 -1.123 -1.227
13 H 0.265 0.108 -0.150
14 H -0.375 -0.891 -3.014
15 H 1.293 -0.478 -2.329
16 H 0.775 3.370 -0.859
17 H -0.071 2.758 0.279
18 O 0.668 3.348 0.123
19 H -0.742 -3.163 -0.135
20 H -2.186 -3.279 0.409
21 O -1.644 -3.502 -0.341
22 H 1.359 -3.711 -0.193
23 H 1.008 -2.519 -1.127
24 O 1.021 -2.804 -0.183
25 H 0.099 -1.874 1.751
26 H 0.906 -0.798 2.452
27 O -0.004 -1.186 2.416
28 H 1.185 2.276 -2.856
29 H 0.611 3.692 -3.232
30 O 1.117 3.202 -2.559
31 H 2.713 0.462 1.575
32 H 2.688 -1.051 1.170
33 O 2.628 -0.461 1.918
34 H 3.612 2.512 0.556
35 H 2.063 2.572 0.667
36 O 2.855 2.063 0.959

Forces on the atoms, in the same order (eV/Å):
C 0.18 -0.22 0.61
C -0.58 0.54 -0.74
C -0.41 0.15 0.19
C 0.57 -0.70 -1.51
C -0.26 0.27 0.75
H -0.05 0.14 -0.12
H 0.04 0.00 -0.04
H -0.12 -0.07 -0.22
H 0.06 -0.17 0.03
H 0.15 0.00 0.11
H 0.17 -0.05 0.26
H 0.01 0.00 -0.03
H 0.13 0.16 0.02
H 0.09 0.18 0.33
H -0.17 0.05 0.12
H -0.04 -0.06 -0.06
H -0.22 -0.12 -0.03
O 0.10 0.21 0.00
H -0.63 -0.15 -0.17
H -0.26 0.16 0.40
O 0.62 -0.14 -0.24
H 0.03 0.13 0.03
H -0.07 0.07 0.83
O 0.31 -0.21 -0.65
H 0.05 0.00 -0.11
H -0.53 -0.29 -0.09
O 0.60 0.16 0.29
H -0.13 -0.01 -0.27
H 0.02 -0.29 -0.12
O 0.14 0.30 0.43
H 0.09 -0.35 -0.09
H -0.01 -0.09 -0.43
O 0.04 0.42 0.49
H -0.27 -0.25 0.10
H -0.06 -0.03 -0.03
O 0.41 0.27 -0.04

> Among the records above, which one has the lowest calculated total energy?

C10H19ClErNZn